ORCA calculation (wB97M-V/def2-TZVPD) on a 14-piece molecular cluster, C53H134O14 overall in a non-equilibrium geometry.

Each line ends with the Mulliken charge.
Geometry (Å):
C 27.45533 -8.64109 -7.64688  -1.519
C 26.76991 -7.96443 -8.84513  1.361
O 26.81817 -8.88330 -9.91768  -0.475
C 26.21934 -8.41492 -11.09889  1.293
C 26.21683 -9.53864 -12.05189  -1.761
H 28.52060 -8.74590 -7.85259  0.410
H 27.38920 -7.94137 -6.81374  0.374
H 26.97648 -9.61409 -7.53697  0.282
H 25.71515 -7.77173 -8.64905  -0.601
H 27.17151 -6.98078 -9.08854  -0.045
H 25.20633 -8.03668 -10.96161  -0.601
H 26.81628 -7.61734 -11.54118  0.113
H 25.82668 -9.27271 -13.03432  0.357
H 25.64557 -10.38829 -11.67791  0.366
H 27.24965 -9.83326 -12.23786  0.419
C 24.88239 -0.38721 -6.85744  -0.660
C 24.72106 1.10813 -6.85180  -0.140
O 23.38654 1.33894 -6.37463  -0.205
C 23.13490 2.69641 -6.01741  -0.409
C 21.61828 2.98543 -6.09086  -0.897
H 25.91159 -0.73692 -6.77659  0.476
H 24.37593 -0.84515 -6.00780  0.358
H 24.38057 -0.78320 -7.74031  -0.307
H 25.46207 1.45241 -6.13035  0.476
H 24.91713 1.49791 -7.85066  0.003
H 23.44475 2.99791 -5.01681  0.300
H 23.60986 3.41517 -6.68516  0.353
H 21.33880 4.01996 -5.89154  0.435
H 21.13656 2.36069 -5.33869  0.289
H 21.17948 2.74313 -7.05877  -0.001
C 21.11929 -11.97844 -3.20297  -1.245
C 19.75476 -11.69371 -3.77235  -0.275
O 20.06694 -10.91227 -4.89818  -0.165
C 18.87049 -10.42903 -5.52451  -0.765
C 19.18162 -9.36231 -6.49228  -0.189
H 20.91291 -12.48365 -2.25943  0.441
H 21.74470 -12.70218 -3.72562  0.315
H 21.69038 -11.09294 -2.92394  0.245
H 19.28207 -12.61447 -4.11418  0.291
H 19.14852 -11.19903 -3.01349  0.338
H 18.40162 -11.25063 -6.06602  0.299
H 18.12262 -10.12132 -4.79368  0.363
H 19.92769 -9.68750 -7.21737  -0.267
H 19.52187 -8.46791 -5.97039  0.248
H 18.30706 -9.15601 -7.10927  0.314
C 21.39990 -7.09262 -9.16148  -0.300
C 22.80460 -6.81663 -8.76311  1.481
O 22.95420 -5.39381 -9.01195  1.131
C 24.26489 -4.85788 -9.05865  -1.071
C 24.17199 -3.38827 -9.38265  2.191
H 21.10552 -8.14024 -9.22424  -0.078
H 20.66801 -6.70647 -8.45202  0.515
H 21.05778 -6.75349 -10.13926  -0.781
H 22.94721 -6.97463 -7.69409  0.070
H 23.46766 -7.41989 -9.38322  -0.982
H 24.82881 -5.12814 -8.16587  0.645
H 24.79543 -5.45427 -9.80090  0.031
H 23.78065 -2.87604 -8.50369  -0.547
H 23.55241 -3.26564 -10.27101  -0.673
H 25.17143 -3.02483 -9.62170  -0.531
C 24.28268 -8.17566 -4.63340  -1.575
C 23.14221 -8.82818 -5.43565  0.875
O 23.81691 -9.38878 -6.58443  -0.283
C 22.97913 -10.29728 -7.30154  1.330
C 23.86119 -11.16400 -8.22842  -1.246
H 24.72644 -7.40040 -5.25801  0.220
H 23.86722 -7.80511 -3.69628  0.433
H 25.04815 -8.89440 -4.34087  0.408
H 22.69110 -9.51999 -4.72431  -0.135
H 22.37822 -8.11196 -5.73803  -0.055
H 22.37222 -10.98983 -6.71833  0.255
H 22.36057 -9.71174 -7.98170  -0.861
H 24.64668 -11.64827 -7.64826  0.454
H 24.35142 -10.53885 -8.97472  -0.034
H 23.25371 -11.89824 -8.75753  0.327
C 26.77581 -0.44282 -10.10147  -0.132
C 27.02551 -0.05784 -11.52886  0.245
O 28.37228 0.37107 -11.76352  -0.441
C 29.27296 -0.67249 -11.81011  0.601
C 30.64357 -0.06164 -12.10767  -1.506
H 25.76416 -0.75788 -9.84573  -0.196
H 27.25363 -1.39454 -9.86909  -0.100
H 27.07026 0.35262 -9.41686  0.431
H 26.76273 -0.89208 -12.17931  -0.031
H 26.37889 0.77406 -11.80801  0.085
H 29.33987 -1.31649 -10.93324  -0.143
H 28.99281 -1.38088 -12.58972  0.141
H 31.00775 0.56170 -11.29101  0.355
H 30.62552 0.44671 -13.07170  0.350
H 31.35343 -0.88668 -12.16692  0.414
C 23.62764 -1.27574 -12.89133  -0.783
C 22.79153 -0.24200 -12.13707  0.381
O 23.69787 0.76104 -11.68348  -0.235
C 23.18596 1.86332 -10.97543  0.881
C 24.35441 2.80496 -10.69241  -1.528
H 24.17590 -0.74971 -13.67287  0.554
H 24.30480 -1.71981 -12.16170  -0.398
H 22.98130 -1.98713 -13.40540  0.488
H 22.02841 0.15649 -12.80562  0.271
H 22.24906 -0.65844 -11.28831  -0.336
H 22.47158 2.43803 -11.56489  0.169
H 22.78620 1.59577 -9.99731  -0.407
H 24.11621 3.69337 -10.10753  0.415
H 24.79055 3.21326 -11.60410  0.388
H 25.12552 2.32961 -10.08618  0.151
C 18.18296 -4.03503 -7.82239  -0.444
C 17.19087 -4.82995 -8.70246  -0.690
O 17.83568 -6.01130 -9.16869  -0.050
C 17.12118 -6.75096 -10.09690  -0.587
C 17.86585 -8.02025 -10.43103  0.055
H 18.64081 -4.53810 -6.97068  0.245
H 19.03659 -3.68756 -8.40435  -0.324
H 17.65945 -3.18173 -7.39121  0.541
H 16.36278 -5.07424 -8.03711  0.379
H 16.83632 -4.26949 -9.56749  0.369
H 16.14568 -6.99162 -9.67430  0.413
H 16.98642 -6.10078 -10.96132  0.207
H 18.80448 -7.73428 -10.90567  -0.147
H 17.27972 -8.56757 -11.16926  0.556
H 18.03935 -8.61776 -9.53606  -0.466
C 20.70264 -3.51801 -11.57205  0.275
C 19.76287 -4.62428 -12.02303  0.481
O 19.48463 -4.57582 -13.38960  -0.453
C 18.66618 -5.71102 -13.76759  0.299
C 18.39583 -5.57865 -15.25564  -1.462
H 20.73935 -3.66474 -10.49260  -0.215
H 21.67276 -3.59148 -12.06355  -0.401
H 20.29229 -2.54039 -11.82498  0.493
H 20.18635 -5.58537 -11.73136  -0.593
H 18.82454 -4.67305 -11.47053  0.116
H 19.22735 -6.61854 -13.54490  0.171
H 17.69008 -5.79055 -13.28904  0.072
H 18.00373 -4.57448 -15.41691  0.331
H 17.55656 -6.22608 -15.50973  0.418
H 19.23340 -5.74713 -15.93254  0.339
C 23.26523 -5.99955 -12.54072  0.417
C 24.52486 -5.37286 -13.21555  -0.970
O 25.40403 -4.81444 -12.20247  0.199
C 26.59458 -4.19036 -12.71617  -0.742
C 27.65480 -4.13761 -11.61435  -0.422
H 22.91382 -5.47747 -11.65075  -0.622
H 22.41979 -6.23264 -13.18801  0.491
H 23.58666 -6.94343 -12.10041  -0.250
H 25.02886 -6.09965 -13.85261  0.402
H 24.18164 -4.52733 -13.81168  0.364
H 26.92268 -4.77660 -13.57452  0.404
H 26.34600 -3.16737 -12.99866  0.087
H 27.30017 -3.57078 -10.75351  -0.352
H 28.50545 -3.57138 -11.99367  0.394
H 27.98137 -5.12547 -11.28938  0.410
C 22.32699 -9.88025 -11.43269  0.002
C 21.49825 -11.11927 -11.62884  -0.965
O 20.38314 -10.99034 -10.74842  -0.069
C 19.38770 -12.07268 -10.91502  -0.436
C 18.39367 -11.88636 -9.80672  -0.825
H 22.68993 -9.76517 -10.41135  -0.167
H 23.09103 -9.87079 -12.21002  0.377
H 21.59178 -9.08302 -11.54221  -0.131
H 21.10892 -11.15522 -12.64631  0.432
H 22.06028 -12.04568 -11.51065  0.429
H 18.98298 -12.04075 -11.92660  0.328
H 19.91066 -13.02308 -10.80843  0.330
H 18.86025 -11.91037 -8.82192  0.152
H 17.69251 -12.71742 -9.88298  0.443
H 17.94535 -10.89283 -9.80712  0.062
C 20.67227 -1.36882 -8.59535  0.119
C 20.58281 0.14709 -8.47817  -0.108
O 20.13702 0.61077 -9.72904  -0.250
C 19.77120 1.99374 -9.80454  -0.219
C 19.40470 2.17282 -11.28819  -1.321
H 20.88524 -1.80283 -7.61842  0.147
H 19.69342 -1.70412 -8.93819  0.231
H 21.49405 -1.69426 -9.23320  -0.459
H 19.79147 0.35481 -7.75794  0.556
H 21.49004 0.62149 -8.10403  -0.286
H 18.96699 2.28347 -9.12822  0.485
H 20.60414 2.67414 -9.62745  0.167
H 18.50584 1.58825 -11.48419  0.369
H 20.14290 1.73119 -11.95761  0.176
H 19.23366 3.21313 -11.56495  0.393
C 22.43437 -3.10517 -5.67187  -0.507
C 21.36486 -3.92692 -4.92556  0.671
C 21.83118 -5.34703 -4.67520  -0.996
O 21.17107 -3.35577 -3.66212  -0.581
H 22.22545 -2.03539 -5.67649  0.308
H 22.58464 -3.54299 -6.65869  -0.390
H 23.39850 -3.24053 -5.18174  0.493
H 20.47070 -3.88871 -5.54776  -0.214
H 22.78140 -5.41523 -4.14553  0.358
H 21.87162 -5.76135 -5.68257  -0.096
H 21.09609 -5.92559 -4.11573  0.499
H 20.71108 -2.52065 -3.77432  0.421
C 28.19554 -4.18579 -7.77237  -0.499
C 29.49129 -3.73249 -8.39892  -0.221
O 29.90479 -4.75469 -9.27505  -0.534
H 27.40610 -4.06909 -8.51485  -0.218
H 27.95179 -3.55207 -6.91967  0.469
H 28.27777 -5.21597 -7.42585  0.259
H 30.28357 -3.70444 -7.65086  0.426
H 29.42590 -2.74473 -8.85516  0.044
H 30.47434 -4.33861 -9.92627  0.318

**LUMO level (alpha / beta)**: -0.0550 / -0.2880 hartree
**Net charge**: +1
**Maximum force**: 2.36 eV Å⁻¹
**Frontier orbital gap (alpha / beta)**: 10.002 / 3.660 eV
**Spin multiplicity**: 2
**HOMO (alpha / beta)**: -11.5 / -11.5 eV
**E_tot**: -3152.51340 Ha